{"formula": "C56H140As4F28N9O15S4", "method": "the ωB97M-V functional and the def2-TZVPD basis", "homo_lumo_gap_ev": 10.07, "lumo_energy_ev": -1.29, "e_tot_ev": -467251.96241, "charge": 1, "fmax_ev_per_a": 3.794, "elements": ["As", "As", "As", "As", "S", "S", "S", "S", "F", "F", "F", "F", "F", "F", "F", "F", "F", "F", "F", "F", "F", "F", "F", "F", "F", "F", "F", "F", "F", "F", "F", "F", "F", "F", "F", "F", "O", "O", "O", "O", "O", "O", "O", "O", "O", "O", "O", "O", "O", "O", "O", "N", "N", "N", "N", "N", "N", "N", "N", "N", "C", "C", "C", "C", "C", "C", "C", "C", "C", "C", "C", "C", "C", "C", "C", "C", "C", "C", "C", "C", "C", "C", "C", "C", "C", "C", "C", "C", "C", "C", "C", "C", "C", "C", "C", "C", "C", "C", "C", "C", "C", "C", "C", "C", "C", "C", "C", "C", "C", "C", "C", "C", "C", "C", "C", "C", "H", "H", "H", "H", "H", "H", "H", "H", "H", "H", "H", "H", "H", "H", "H", "H", "H", "H", "H", "H", "H", "H", "H", "H", "H", "H", "H", "H", "H", "H", "H", "H", "H", "H", "H", "H", "H", "H", "H", "H", "H", "H", "H", "H", "H", "H", "H", "H", "H", "H", "H", "H", "H", "H", "H", "H", "H", "H", "H", "H", "H", "H", "H", "H", "H", "H", "H", "H", "H", "H", "H", "H", "H", "H", "H", "H", "H", "H", "H", "H", "H", "H", "H", "H", "H", "H", "H", "H", "H", "H", "H", "H", "H", "H", "H", "H", "H", "H", "H", "H", "H", "H", "H", "H", "H", "H", "H", "H", "H", "H", "H", "H", "H", "H", "H", "H", "H", "H", "H", "H", "H", "H", "H", "H", "H", "H", "H", "H", "H", "H", "H", "H", "H", "H", "H", "H", "H", "H", "H", "H"], "positions_angstrom": [[4.126984, 4.705023, -1.130761], [-3.201267, -3.074142, 1.770146], [4.261523, -3.623904, 1.203062], [-4.766827, 3.487562, -1.901453], [0.780323, 0.805340, -4.829656], [1.266589, -1.980152, -4.388965], [-1.235735, 2.607629, 3.967913], [-3.179597, 4.482157, 3.535513], [2.758466, -2.070283, -5.040269], [-1.824191, -2.828661, 0.686478], [3.840068, 6.108339, -2.081068], [-4.510756, -3.310438, 2.806177], [-3.488411, 4.964442, 5.003247], [2.080987, 1.325500, -5.564927], [4.184130, -2.382419, 2.373871], [-6.467797, 3.305108, -2.147642], [3.319619, -2.712522, 0.093916], [4.218909, -4.829873, -0.045265], [-4.432452, 1.816492, -1.996547], [4.374729, 3.321934, -0.120557], [-4.606326, 3.566602, -3.589958], [-0.761220, 3.294675, 5.316026], [5.707826, -2.811015, 0.439261], [-4.061788, -3.838221, 0.462018], [-3.778500, -1.532211, 1.342425], [5.236991, -4.589740, 2.252843], [-2.980084, 3.725621, -1.869594], [-2.605197, -4.595754, 2.255781], [-2.240123, -2.357272, 3.049438], [-4.855650, 5.182153, -1.898918], [5.272750, 4.207268, -2.300402], [2.886220, -4.461586, 1.816981], [5.335778, 5.550701, -0.307307], [2.984501, 3.795381, -2.046970], [2.793271, 5.131609, -0.070412], [-4.876825, 3.335812, -0.194375], [0.570797, 9.762336, -1.791307], [0.654803, -3.186386, -4.893323], [1.474006, -1.948487, -2.932324], [10.499991, 1.508419, -0.196696], [-4.103997, -0.538473, -5.932685], [-1.200334, 1.231690, 4.367577], [4.067590, -1.006005, 5.632625], [1.680863, 0.476629, 1.631650], [-4.470770, 4.460758, 2.903719], [-2.115002, 5.398977, 3.154711], [-6.925811, -1.280930, 1.714932], [-0.246657, 3.006249, 3.018414], [-1.430164, -7.529089, 0.833985], [1.080701, 0.927056, -3.480758], [-0.289238, 1.512883, -5.444883], [-2.735406, 3.056969, 3.769826], [0.595012, -0.772802, -5.241225], [-0.358385, 6.790276, -0.890390], [-6.166289, 0.844454, 3.842289], [1.033305, -2.409553, 5.106125], [-0.507126, 0.834527, -0.439370], [-3.001297, -2.847251, -7.477295], [7.363047, 0.838419, -0.247417], [0.371733, -5.563206, -0.814758], [1.541498, -6.570219, -1.130901], [-4.899402, 0.248204, 4.323474], [-1.357577, 7.856733, -0.548457], [0.060938, -5.487519, 0.678447], [6.232626, 0.004715, -0.603433], [2.191314, -2.494813, 6.061697], [8.567764, -0.022290, 0.104276], [6.613606, 1.215905, 2.292348], [3.017988, -1.330140, 6.550854], [-0.773953, 6.176383, -2.195630], [2.689258, 1.100499, 2.344562], [1.062777, 7.351089, -1.059794], [-1.957837, -1.012617, -1.634228], [-0.332577, -6.769141, 1.338714], [7.010652, 1.848351, 0.915771], [8.093250, 1.034450, -2.616156], [1.376122, 10.532574, -0.948410], [-1.980116, -3.851330, -7.971466], [0.903941, -2.258756, 2.522184], [1.223933, 8.462001, -2.131710], [-5.919628, 1.319381, 2.364937], [4.851571, 0.068951, 6.094346], [0.785271, -4.167085, -1.284044], [-7.204822, 1.787471, 1.596700], [1.984877, -6.551340, -2.544071], [-1.203194, 0.781310, 0.875676], [-1.949717, -8.432114, 1.806707], [-4.982559, -4.482919, -7.222213], [-2.464994, 1.575986, 1.064614], [-0.235831, 5.756339, 0.223613], [-7.272118, -0.245090, 3.892487], [-2.781675, -0.473544, -6.416152], [-7.297312, -2.407899, 0.884015], [-4.076583, -3.462019, -6.558846], [0.003336, 2.264967, -0.631388], [11.638954, 2.073489, 0.368076], [0.289668, 5.260051, -2.834227], [7.718535, 1.761887, -1.360797], [0.114589, -3.613553, 5.204404], [1.758374, -2.253558, 3.740140], [0.420602, 6.226820, 1.456562], [-4.961620, -0.506857, 5.667893], [-6.458787, 2.009338, 4.803067], [-0.453316, -0.929609, 6.718827], [-2.045674, -5.245342, -1.368733], [-2.196803, -1.869810, -6.560627], [-0.816938, -6.100842, -1.586278], [-4.722806, 0.667925, -5.438765], [9.846652, 0.585648, 0.616716], [-1.348594, -4.653541, -6.822273], [0.663678, -0.160933, -0.457456], [-3.599625, -2.093692, -8.604212], [1.879062, 0.311588, 0.279965], [-1.407130, 0.409257, -1.584734], [-7.091874, -1.540297, 3.128944], [0.223406, -1.167176, 5.306669], [-1.094688, -1.852295, -6.857133], [-5.378802, -4.253913, -8.250838], [2.417058, -1.386496, 3.766740], [2.364886, -3.186956, 3.690897], [-2.705089, 1.243840, 2.061361], [6.098504, 2.363974, 0.567434], [-0.646326, -4.632607, 0.798421], [11.432492, 2.354229, 1.400526], [-2.890752, -0.902014, -2.265564], [-4.451219, -5.457429, -7.380292], [-3.720383, -3.899265, -5.652401], [-0.557044, -5.300373, -7.257799], [-2.463788, -7.887497, 2.547595], [0.806463, 8.147800, -3.059523], [-0.559327, -1.268800, 4.562591], [-1.109732, -8.936012, 2.257025], [-5.308792, 0.597002, 1.908496], [-5.657544, -1.352990, 5.725915], [-0.918254, 8.632278, -0.024451], [2.321447, 8.703939, -2.179457], [8.859713, -0.494058, -0.799421], [-0.570414, -6.439767, 2.368086], [2.290921, -6.456268, -0.327326], [2.639190, -0.452639, 0.106459], [-5.137417, 1.237932, -6.293796], [11.853519, 3.020403, -0.122473], [-2.171286, 7.442353, 0.033494], [0.377059, -1.310840, 2.504583], [-8.189508, 0.186971, 3.582558], [12.522517, 1.385125, 0.341020], [0.895535, -0.345168, 5.117892], [-1.265137, 5.471210, 0.412128], [-2.272328, -2.330294, -5.584271], [0.365183, 2.575051, 0.365058], [5.956557, 0.313748, 2.121528], [-1.395535, -0.261731, 0.972266], [-1.294515, -3.296137, -8.597668], [-7.792948, 2.525352, 2.202916], [-6.241549, -2.110924, 3.425691], [-0.452347, -5.953244, -2.574154], [5.699140, 0.257674, 5.471621], [-5.548719, 2.720468, 4.701896], [-5.909137, -4.614287, -6.647008], [3.642826, 0.578349, 2.230775], [-7.334792, 2.553194, 4.415467], [0.927300, -0.263629, -1.518420], [5.839953, -0.540510, 0.194188], [-0.392941, 0.995864, 1.533379], [-4.668051, -2.634235, -6.189961], [1.218374, 5.223713, -2.312040], [-2.637262, -9.051300, 1.240411], [1.749635, -2.841253, 7.040402], [1.609972, -2.277311, 1.652720], [-4.141236, 1.150406, 4.306120], [-0.863825, 7.012360, -2.859729], [2.391713, 1.014801, 3.395383], [-0.869338, -1.803240, 7.235342], [-1.292386, -1.692685, -2.107228], [1.164196, -6.632993, -3.194518], [2.795382, 2.163033, 2.024856], [6.097801, 1.974254, 2.903688], [5.266210, -0.293882, 7.051149], [7.339982, 0.277828, -2.955525], [-2.814130, -0.075113, -7.412259], [-0.904281, 0.634206, -2.583563], [-6.958396, 2.251761, 0.635737], [0.588909, 5.473724, -3.877956], [-0.031593, -3.730771, 6.306379], [-4.368359, -1.453285, -8.109877], [-0.780852, -3.403148, 4.602018], [0.527450, -3.956066, -2.280341], [-1.229591, -0.180495, 6.694971], [-0.810255, -4.004315, -6.183603], [0.724116, 11.406808, -0.609452], [2.460586, -5.663153, -2.935256], [1.306671, 7.704336, -0.082611], [-3.249978, 1.221712, 0.388285], [2.607144, -7.426468, -2.801610], [1.843630, -4.159798, -1.156746], [-1.757463, -4.228314, -1.482612], [0.350897, -1.104945, -0.053646], [-7.861264, 0.929589, 1.415124], [-1.809537, 8.281518, -1.483850], [-3.896014, -0.728480, 5.755589], [8.217467, -0.814813, 0.790006], [-0.059715, 7.096181, 1.954375], [-4.091976, 1.311623, -4.814874], [0.321425, 4.923181, -0.145304], [6.689616, -0.627572, -1.350352], [-2.470668, -4.632121, -8.589101], [2.794751, -3.330321, 5.628926], [1.634948, 6.533099, -1.459985], [-2.204588, 1.199957, -1.529318], [-5.277609, 2.220525, 2.431561], [0.303550, -3.220629, 2.402495], [-1.007367, -7.113457, -1.337192], [-5.507890, 0.353781, -4.760171], [2.475795, -0.402315, 6.834154], [0.657821, -4.479435, 4.802497], [-2.156390, -1.432124, -0.641683], [0.398068, -3.436751, -0.612390], [1.482090, 6.308935, 1.351514], [-2.027208, -5.325176, -6.332576], [-4.578316, -0.528811, 3.645267], [6.801488, 2.368631, -1.502638], [9.691352, 1.024019, 1.634411], [-1.680075, 5.699704, -2.084677], [-2.359881, 2.670323, 1.015316], [0.306930, -0.542534, 7.410597], [2.215517, 11.003703, -1.494141], [-3.934424, -2.824510, -9.317374], [0.767459, 2.353663, -1.380509], [3.563101, -1.699279, 7.395577], [8.244718, 1.777270, -3.420898], [2.261145, 1.189451, -0.194400], [-2.059035, 0.007876, -5.739160], [-2.873768, -1.336364, -9.021799], [-2.429213, -5.525193, -0.391966], [-0.028291, 4.183549, -2.879493], [-6.581642, 1.601584, 5.797592], [-8.213390, -2.905723, 1.255615], [1.005980, -5.181375, 1.142249], [-0.769480, 2.965557, -0.947317], [0.573536, -7.462737, 1.542928], [0.297459, 5.387876, 2.132791], [-5.307719, 0.147870, 6.476522], [-7.501871, -2.007253, -0.135892], [1.730310, 10.099404, 0.005430], [10.468334, -0.290450, 0.738893], [7.785368, 2.575214, 0.906718], [5.512358, 0.763153, -0.991635], [-2.905229, -5.504641, -2.019703], [0.973918, -7.470532, -0.968955], [8.523265, 2.318165, -0.892339], [4.268550, 1.016672, 6.193490], [-6.556406, -3.173117, 0.803650], [9.062529, 0.536038, -2.531063], [-7.976707, -2.169684, 3.317380], [-7.446163, -0.462506, 5.016239], [7.627984, 0.937145, 2.733746]], "forces_ev_per_angstrom": [[-0.965, -0.160, -0.830], [0.828, -0.006, -0.966], [2.375, -0.571, -1.832], [1.106, 0.593, -0.853], [-0.513, -1.832, -2.868], [0.550, -0.275, -0.161], [0.883, -0.671, 1.026], [-0.189, 3.701, -0.814], [-1.016, 0.374, 0.859], [-0.017, -0.356, 0.458], [-0.575, 0.600, -0.198], [-1.140, 0.034, 0.980], [-0.268, 0.014, 0.430], [-0.400, -0.556, 0.008], [-0.117, 0.486, 0.330], [-0.058, -0.222, 0.672], [-0.895, 0.921, 0.061], [0.781, -0.466, -0.145], [-0.165, -1.431, 0.173], [0.374, -0.633, 0.310], [0.069, -0.168, -1.685], [-0.344, 0.601, -0.128], [-1.026, -0.912, 0.996], [0.091, 0.308, 0.144], [-0.265, 0.789, -0.248], [0.149, 0.319, -0.346], [-0.092, -0.221, 0.767], [0.767, -1.016, 0.074], [-0.096, 0.146, 0.149], [-0.481, 1.060, 0.717], [1.018, -0.611, -0.177], [-1.018, 0.198, 0.781], [0.483, 0.447, 1.072], [-0.714, -0.359, -0.215], [0.496, 0.256, 0.161], [-0.067, 0.224, 0.318], [0.577, -2.280, -0.216], [0.036, 0.427, 0.416], [-0.252, 0.791, -2.656], [-1.137, -0.040, -1.198], [0.064, -0.180, 0.745], [-0.647, -0.331, -0.434], [-0.879, 0.186, -1.140], [-1.349, -0.311, 0.690], [0.875, 0.224, 0.200], [-1.435, -1.089, -0.202], [-0.848, -0.899, 0.444], [-0.587, 0.429, -0.323], [0.738, 1.019, -0.357], [0.732, 0.854, 2.976], [0.147, 0.062, 0.113], [1.704, -2.770, 0.581], [0.973, 0.318, 1.180], [1.139, 0.355, -0.327], [-0.773, -0.615, -0.643], [0.721, 1.513, -0.463], [0.884, -0.061, -1.611], [1.280, 0.133, 1.593], [1.369, 1.440, 3.089], [0.403, -0.191, -0.127], [-1.398, 0.485, 1.732], [1.369, 0.715, 0.376], [-1.348, -0.934, -1.695], [0.394, 0.782, -1.104], [-0.012, 1.632, -1.704], [-0.913, -2.064, 1.781], [-0.732, 0.039, 0.045], [2.040, -0.645, -1.101], [1.094, 1.059, -1.630], [2.730, 0.345, -0.993], [0.406, 0.733, 0.214], [-1.353, 1.344, -1.455], [-1.171, 1.149, 0.428], [0.504, -1.634, 1.907], [-2.538, -1.274, -0.257], [0.349, -0.221, -1.209], [-0.694, 2.501, 0.752], [-1.042, -1.764, 0.329], [-0.153, -0.831, -0.918], [0.237, 1.789, 2.106], [-1.071, 2.850, 0.732], [-0.476, -0.180, 1.353], [0.306, -1.448, 1.461], [-0.125, -0.627, 1.184], [1.199, -0.095, -0.828], [0.407, -0.388, -0.813], [0.686, 0.375, -1.446], [-0.091, -0.949, -1.716], [0.274, -0.280, -0.504], [-1.270, 0.509, -0.775], [0.147, 0.354, 2.236], [0.130, -0.701, -0.052], [-1.001, 1.011, -0.248], [-1.367, 0.371, -1.248], [-0.317, -0.176, 0.732], [0.940, 0.035, 0.706], [-0.606, -1.816, -0.581], [-0.836, 0.097, 0.001], [1.177, 0.375, 0.473], [0.329, -2.332, 0.061], [-0.402, 0.217, 1.484], [-0.173, 1.540, -0.083], [1.010, 0.803, -2.073], [1.486, -0.648, 0.040], [-0.567, -1.622, 0.226], [0.347, -0.364, 0.247], [-0.130, 1.966, -0.392], [0.075, 0.218, -0.356], [-0.152, 0.516, 1.889], [1.098, -0.011, -1.818], [0.006, 1.246, -0.284], [0.105, 1.541, 0.866], [0.867, -0.677, -0.899], [-0.700, 2.299, -1.512], [0.363, 0.220, -1.359], [-1.453, -0.008, 1.238], [-1.634, 0.140, 0.179], [0.581, 0.352, 0.920], [-0.140, -0.081, 0.438], [-0.121, 0.875, 0.200], [-0.648, 0.317, 0.423], [0.531, -0.204, -0.264], [0.278, -1.069, -0.098], [0.106, -0.148, 0.354], [0.861, -0.450, 0.871], [-0.590, 0.629, 0.477], [1.244, -0.250, 0.243], [-0.500, 0.321, 0.033], [-0.797, 0.675, 1.064], [-0.005, -0.037, -0.832], [0.038, 0.569, -0.211], [0.091, -0.793, 0.202], [0.172, -1.322, -0.709], [0.739, -0.143, -0.515], [1.039, 1.401, 1.059], [-0.914, -0.672, -0.347], [-0.182, -0.700, -0.955], [-0.145, 0.005, -0.186], [-0.137, 0.198, -0.663], [0.186, -0.265, -0.070], [0.191, -0.148, 0.535], [0.109, -0.243, -0.408], [-0.039, -0.355, 0.099], [-0.710, -0.335, -0.465], [-0.680, 0.821, -0.491], [-0.649, 0.525, -0.045], [-0.117, 0.342, -0.363], [-0.164, -0.302, 0.089], [0.373, -0.165, 0.206], [0.024, -0.063, -0.535], [0.768, 0.964, 0.459], [-0.544, -0.882, 0.441], [0.307, 0.041, 0.094], [0.665, -0.457, -0.501], [0.689, -0.383, 0.604], [-0.194, -0.428, -1.051], [0.285, -0.155, -0.838], [-1.545, -1.237, 0.377], [0.544, -0.172, 0.181], [0.178, -0.045, -0.122], [0.239, -0.348, 0.442], [-0.008, -0.117, 0.452], [-0.441, -0.909, 1.224], [0.070, 0.450, 0.965], [0.031, 0.439, -0.318], [0.467, -0.185, 0.353], [0.093, -0.417, 0.321], [0.236, -0.070, -1.005], [-0.567, 0.209, 0.758], [-1.194, -2.059, 0.223], [-0.537, 0.444, -0.239], [0.139, 0.389, -0.111], [0.031, -0.084, -0.524], [0.760, -0.522, -0.612], [-1.288, -0.432, -0.792], [0.064, -0.521, 0.363], [0.289, -0.386, -0.286], [-0.045, 0.816, 0.139], [0.592, 0.909, 0.201], [0.414, 1.168, -0.339], [-0.265, -0.205, 1.706], [0.253, -0.111, 0.350], [-0.549, 0.435, 0.502], [-0.408, -0.146, -1.132], [0.034, -0.757, -0.863], [0.217, -0.150, 0.451], [-0.458, -0.096, -1.199], [-0.139, 0.215, -0.567], [0.265, 0.379, 1.079], [0.752, -1.045, -0.485], [0.596, 0.345, 0.533], [0.691, 0.097, 0.319], [0.067, 0.274, 0.105], [-0.052, 0.427, 0.493], [0.831, 0.263, -0.112], [-0.344, 1.002, 0.171], [-0.634, -0.383, 0.118], [0.160, 0.206, -0.127], [0.675, -0.448, 0.842], [-0.292, -0.590, 0.736], [0.219, 0.490, -0.149], [0.374, -0.431, -0.436], [0.378, -0.198, -0.408], [0.264, -0.441, -0.596], [-0.969, -0.582, -0.306], [-0.172, 0.899, -0.048], [-0.039, 0.843, 0.757], [0.531, 0.108, 0.849], [0.321, -1.101, -0.156], [-0.231, -0.400, 0.408], [0.342, 1.561, 0.383], [0.170, -0.865, 0.215], [-0.298, -0.139, -0.207], [-0.057, -0.652, -0.139], [-0.189, 0.190, 0.156], [-0.461, 0.373, -0.557], [-0.618, 0.511, 0.362], [0.524, 0.455, -0.072], [-0.498, -0.023, 0.339], [0.116, 0.213, -0.799], [0.701, 0.008, -0.053], [0.137, -0.189, -0.488], [-2.101, -1.022, 0.403], [-0.033, -0.477, -0.005], [-0.145, -0.028, -0.101], [-0.085, -0.458, 0.207], [-0.395, 0.174, -0.445], [0.517, -0.475, -0.268], [-0.160, -0.329, 1.111], [-0.323, -0.341, 0.330], [0.324, 1.021, -0.209], [-0.431, 0.429, -0.374], [-0.443, -1.343, 0.224], [-0.033, 0.733, 0.297], [-0.031, 1.000, 0.154], [-0.118, 0.186, 0.033], [0.181, 0.418, -0.055], [-0.172, -0.034, -0.035], [-0.579, -0.532, 0.172], [-1.122, 0.870, -0.789], [-0.170, -0.082, 0.403], [0.555, -0.035, 0.070], [0.179, -0.197, 0.812], [-0.082, -0.469, -0.561], [0.426, -0.430, 0.318], [0.825, 0.371, 0.466], [0.048, -1.126, -0.057], [0.825, 0.147, -0.130], [0.416, -0.830, 0.246], [0.137, 0.482, -0.849], [0.310, -0.646, 0.156], [0.926, -0.297, 0.171], [-0.119, 0.002, 0.042], [0.010, 0.338, -0.042], [0.462, 0.198, -1.822], [-1.692, -0.027, 0.160]], "lowdin_charge": [0.66, 0.70, 0.74, 0.66, 0.49, 0.59, 0.50, 0.47, -0.20, -0.27, -0.23, -0.21, -0.17, -0.15, -0.22, -0.24, -0.24, -0.25, -0.25, -0.26, -0.25, -0.16, -0.29, -0.23, -0.20, -0.23, -0.30, -0.22, -0.25, -0.23, -0.24, -0.25, -0.21, -0.24, -0.24, -0.23, -0.21, -0.33, -0.31, -0.19, -0.22, -0.29, -0.20, -0.21, -0.28, -0.29, -0.21, -0.26, -0.21, -0.27, -0.26, -0.31, -0.29, -0.22, -0.24, -0.26, -0.20, -0.25, -0.28, -0.20, -0.13, -0.20, 0.04, -0.11, 0.01, -0.09, -0.07, -0.04, -0.19, -0.13, -0.08, -0.09, -0.03, -0.21, -0.12, -0.05, -0.15, -0.15, -0.07, -0.10, -0.11, -0.10, 0.02, -0.03, -0.06, -0.18, -0.06, -0.07, -0.04, -0.16, -0.07, -0.20, -0.06, -0.16, 0.03, -0.10, -0.03, -0.18, 0.05, -0.18, -0.07, -0.05, 0.04, -0.03, -0.04, -0.08, -0.16, -0.04, -0.22, -0.05, -0.06, 0.01, -0.22, -0.15, -0.18, -0.16, 0.15, 0.09, 0.11, 0.11, 0.05, 0.10, 0.10, 0.09, 0.11, 0.09, 0.12, 0.11, 0.07, 0.11, 0.09, 0.09, 0.08, 0.08, 0.07, 0.14, 0.11, 0.12, 0.13, 0.12, 0.10, 0.10, 0.11, 0.07, 0.11, 0.11, 0.11, 0.13, 0.12, 0.11, 0.07, 0.10, 0.13, 0.09, 0.09, 0.10, 0.07, 0.12, 0.09, 0.07, 0.10, 0.10, 0.06, 0.09, 0.12, 0.02, 0.10, 0.15, 0.07, 0.14, 0.11, 0.09, 0.07, 0.04, 0.05, 0.11, 0.09, 0.10, 0.10, 0.11, 0.12, 0.07, 0.11, 0.11, 0.12, 0.09, 0.06, 0.06, 0.01, 0.11, 0.09, 0.11, 0.08, 0.11, 0.08, 0.05, 0.11, 0.06, 0.13, 0.08, 0.16, 0.11, 0.08, 0.10, 0.10, 0.13, 0.16, 0.07, 0.11, 0.10, 0.09, 0.11, 0.09, 0.13, 0.11, 0.04, 0.08, 0.06, 0.07, 0.10, 0.13, 0.13, 0.09, 0.09, 0.07, 0.09, 0.10, 0.08, 0.12, 0.10, 0.11, 0.11, 0.13, 0.06, 0.09, 0.08, 0.09, 0.11, 0.08, 0.16, 0.07, 0.07, 0.11, 0.09, 0.14, 0.11, 0.14, 0.11, 0.11, 0.12, 0.11, 0.05, 0.08, 0.14, 0.16, 0.08]}